Version one
Entry from OMol25: 7 unconnected molecules or ions with the total composition H14O7 (the ωB97M-V functional and the def2-TZVPD basis).

Geometry as ORCA input:
```
! wB97M-V def2-TZVPD RIJCOSX def2/J DEFGRID3
* xyz 0 1
O 0.885 0.642 -0.416
H 1.053 0.178 -1.244
H -0.074 0.734 -0.389
O 3.816 -1.670 0.906
H 4.494 -2.155 0.422
H 4.166 -1.608 1.802
O 1.123 -2.542 -3.758
H 0.846 -2.662 -2.842
H 0.692 -1.724 -4.028
O -1.634 2.779 -3.336
H -1.801 1.977 -3.844
H -1.435 3.443 -4.006
O -2.932 1.173 0.620
H -2.355 1.225 -0.150
H -3.785 0.909 0.256
O -1.690 -2.180 2.842
H -1.528 -2.024 1.905
H -1.519 -1.326 3.254
O 0.487 1.454 3.647
H 0.090 2.238 4.042
H 1.100 1.137 4.319
*
```

Calculated values
Kohn-Sham gap   11.019 eV
HOMO energy   -11.063 eV
SMILES   O.O.O.O.O.O.O

---

Version two
Entry from OMol25: 7 unconnected molecules or ions with the total composition H14O7 (the ωB97M-V functional and the def2-TZVPD basis).

Geometry as ORCA input:
```
! wB97M-V def2-TZVPD RIJCOSX def2/J DEFGRID3
* xyz 0 1
O -0.244 -2.285 0.605
H -0.605 -3.037 1.082
H -0.967 -1.952 0.040
O -0.297 0.851 0.354
H -0.533 1.095 -0.560
H -0.135 -0.101 0.309
O 2.558 -1.940 0.016
H 2.842 -1.531 0.838
H 1.635 -2.187 0.171
O -0.731 1.461 -2.353
H -1.012 2.373 -2.210
H 0.064 1.531 -2.894
O -2.081 -1.505 -1.397
H -1.780 -2.087 -2.104
H -2.047 -0.618 -1.778
O -0.760 0.763 3.188
H -0.903 0.788 2.228
H -1.442 1.329 3.559
O 2.171 2.315 -0.083
H 2.610 2.973 0.464
H 1.660 1.765 0.526
*
```

Calculated values
Kohn-Sham gap   10.856 eV
HOMO energy   -10.664 eV
SMILES   O.O.O.O.O.O.O

---

Relative energies with respect to the most stable structure, expressed in eV: version one 1.304; version two 0.000.